(1)
This record from the Open Molecules 2025 dataset describes a 6-piece molecular cluster, C17H42F6N3O7 overall in a non-equilibrium geometry. The level of theory is wB97M-V/def2-TZVPD.

## Properties
- Total energy: -53414.309 eV
- Charge: -1
- Energy relative to the best compared isomer or geometry (same formula, charge and spin): 392.3 kJ/mol

Structure (XYZ):
```
75
Properties=species:S:1:pos:R:3:forces:R:3:lowdin_charge:R:1
N 0.863326 0.721862 1.893748 -0.35 -0.77 0.57 0.30
H -0.127104 0.636862 1.715088 -1.39 -0.17 -0.07 0.07
H 0.998376 0.815242 2.890318 -0.07 -0.24 0.39 0.07
H 1.211896 1.565612 1.461678 0.68 2.20 -1.42 0.04
H 1.406226 -0.047438 1.528328 0.04 -0.17 0.06 0.07
C -3.282994 -0.016738 2.102168 4.38 1.89 1.52 -0.45
O -3.155894 -0.910898 1.024658 -2.72 -1.36 -1.45 -0.13
O -1.991534 0.548272 2.241178 -3.09 -0.67 -0.10 -0.26
C -4.499694 1.024582 2.074098 -0.32 -0.51 -0.85 -0.56
F -4.553284 2.081902 2.883818 1.76 0.73 0.19 0.13
F -4.844584 1.459102 0.848608 0.60 0.30 -0.67 0.12
F -5.593314 0.381102 2.490438 -1.45 -1.92 0.31 0.09
C -4.219144 -1.933018 0.814648 2.21 -0.14 -1.24 -0.18
C -3.653354 -2.919258 -0.305332 -0.91 0.36 1.06 -0.06
H -4.031074 -3.898848 -0.012382 0.08 -0.26 -0.19 0.06
H -3.990824 -2.753838 -1.328492 -0.02 0.36 0.16 0.03
H -2.564724 -2.973858 -0.302822 -0.06 0.25 0.22 0.05
H -5.203184 -1.550208 0.544058 0.16 0.46 -0.15 0.10
H -4.374524 -2.577008 1.680228 0.26 0.39 0.54 0.10
H -3.542754 -0.632858 2.962988 -0.32 -0.21 0.61 0.12
C 2.344376 2.786042 -0.548582 -0.72 -2.10 2.98 -0.41
O 3.738526 2.556992 -0.263022 1.44 -0.97 -1.08 -0.09
O 1.699366 2.953132 0.707798 1.21 0.95 -3.36 -0.24
C 2.164576 3.727312 -1.796472 -0.16 1.88 2.74 -0.54
F 2.607306 3.333142 -2.998922 0.45 -0.48 0.29 0.13
F 0.863226 3.911402 -1.900492 -1.05 0.12 -0.65 0.14
F 2.693636 4.990932 -1.569312 0.07 -0.87 -0.43 0.08
C 4.346666 1.394752 -0.885342 0.07 0.55 0.87 -0.26
C 5.663466 1.062692 -0.219382 1.20 1.59 0.48 -0.10
H 6.194446 0.225252 -0.671992 -0.29 -0.23 0.06 0.07
H 6.326806 1.920222 -0.332262 0.22 0.21 -0.53 0.07
H 5.696336 1.032582 0.869708 -0.73 -0.69 0.06 0.06
H 4.604496 1.566872 -1.930332 -0.46 0.05 -0.31 0.11
H 3.768446 0.477322 -0.775392 -0.79 0.27 -0.21 0.08
H 1.969036 1.837672 -0.933032 -0.21 -0.48 -0.70 0.12
C 2.641026 1.296392 5.098588 1.06 -0.54 1.86 -0.15
O 1.530876 0.622142 4.594418 -0.58 -0.15 -0.49 -0.12
H 2.458216 2.314132 5.443398 -0.23 0.18 -0.66 0.09
H 2.913876 0.769982 6.013208 0.36 0.05 0.32 0.07
H 3.538926 1.207242 4.487088 -0.33 0.32 -0.53 0.08
H 1.233696 -0.026128 5.237098 -0.14 0.14 -0.17 0.10
C 0.569426 -3.472298 -0.830992 0.10 -1.04 1.63 -0.06
C 1.093686 -2.194858 -0.230292 1.60 0.88 -0.40 -0.43
C 2.479446 -2.299468 0.504158 -1.71 -0.03 0.17 -0.13
O 2.872196 -0.976388 1.022638 -1.70 -1.60 -1.83 -0.22
C 3.972246 -1.061178 1.815488 1.76 -0.69 1.92 -0.16
N 1.307676 -1.270218 -1.319032 -0.38 0.68 -0.15 0.06
H -0.474114 -3.429548 -1.142902 0.05 0.28 0.20 0.07
H 0.668606 -4.126338 0.035328 -0.55 -0.90 -0.22 0.08
H 1.124986 -3.933908 -1.647302 0.42 0.40 -0.01 0.08
H 0.408756 -1.844548 0.541888 -0.47 0.27 -0.23 0.13
H 3.167576 -2.721248 -0.228422 0.61 0.23 0.23 0.13
H 2.299376 -2.986418 1.331058 0.58 -0.05 0.37 0.12
H 4.849716 -1.417458 1.275828 0.21 0.21 -0.15 0.09
H 3.841936 -1.742558 2.656228 -0.35 -0.76 0.01 0.09
H 4.213926 -0.172158 2.398008 -0.25 0.70 -0.91 0.09
H 1.389476 -1.830508 -2.155382 0.23 0.37 -0.24 0.07
H 2.180906 -0.798608 -1.131522 -0.09 0.56 -0.54 0.04
C -1.729414 1.842082 -3.441012 -0.24 0.56 -0.67 -0.08
C -2.516544 1.016082 -2.430112 2.80 -1.69 0.55 -0.36
C -2.824684 -0.347148 -3.050682 -0.94 0.93 -0.98 -0.19
O -4.052684 -0.234018 -3.856852 0.68 -1.24 0.61 -0.20
C -5.238394 -0.432558 -3.082812 0.66 0.20 -0.64 -0.10
N -1.493764 0.703512 -1.340912 -0.70 0.87 -0.40 0.06
H -0.664604 1.627832 -3.532542 0.04 -0.46 0.54 0.07
H -1.771234 2.909162 -3.222572 -0.15 0.01 -0.04 0.07
H -2.118054 1.640352 -4.439192 -0.33 0.35 -0.16 0.07
H -3.430124 1.562552 -2.195952 0.21 -0.23 0.83 0.13
H -2.730574 -1.154538 -2.324482 -1.24 -0.03 0.33 0.09
H -2.005994 -0.617598 -3.717532 -0.07 0.28 -0.58 0.12
H -5.218354 -1.398018 -2.577272 0.09 0.10 0.40 0.06
H -6.085524 -0.480198 -3.767072 0.06 0.25 -0.13 0.08
H -5.349634 0.419922 -2.412732 -0.29 -0.26 0.41 0.08
H -0.803964 0.108332 -1.776852 0.50 0.21 -0.35 0.02
H -1.781424 0.131272 -0.559962 -1.00 0.27 0.38 0.03
```
Forces are in eV/Å.


(2)
This record from the Open Molecules 2025 dataset describes a 3-piece molecular cluster, C17H42FN3O3 overall. The level of theory is wB97M-V/def2-TZVPD.

## Properties
- Total energy: -31639.821 eV
- SMILES: CO[C@@H](CCCN)[C@@H](NCCCN)[C@H](C)F.CC(C)O.CC(C)O
- Charge: 0

Structure (XYZ):
```
66
Properties=species:S:1:pos:R:3:forces:R:3:nbo_charge:R:1
C -0.549737 -0.340913 3.817034 0.07 0.04 0.00 -0.25
O -1.313633 0.294360 2.811154 -0.04 -0.10 -0.01 -0.56
C -0.623812 0.543221 1.593360 0.05 0.09 0.03 0.11
C -1.667126 0.755107 0.507376 0.15 -0.09 -0.14 -0.43
C -2.477865 -0.510722 0.228547 0.03 0.03 0.20 -0.42
C -1.756660 -1.554689 -0.645757 0.14 -0.14 0.16 -0.22
N -0.949506 -1.078444 -1.766278 -0.06 0.09 -0.15 -0.84
C 0.398845 1.692680 1.760372 0.17 0.08 0.01 -0.11
N 1.175291 1.978578 0.568135 0.01 -0.03 -0.11 -0.64
C 2.088936 0.941626 0.089590 0.07 -0.12 0.13 -0.22
C 3.574240 1.334767 0.187083 -0.12 0.16 0.06 -0.42
C 4.326186 0.609006 1.297971 0.13 -0.11 -0.20 -0.22
N 3.789122 0.908356 2.627208 -0.12 -0.05 0.12 -0.85
C -0.233192 2.962890 2.332370 -0.12 -0.08 -0.04 0.21
C -0.685164 3.996816 1.318950 0.11 -0.01 -0.07 -0.66
F 0.715625 3.588931 3.158010 0.00 0.02 0.04 -0.38
H 0.406336 -0.704493 3.424056 -0.06 -0.04 0.01 0.17
H -0.333952 0.350472 4.637629 -0.02 -0.02 -0.04 0.18
H -1.116897 -1.191610 4.203369 0.03 0.06 0.02 0.18
H -0.043892 -0.358802 1.339470 -0.06 0.03 -0.04 0.16
H -1.131970 1.031632 -0.406910 -0.10 0.14 0.04 0.20
H -2.319681 1.592654 0.763939 -0.02 -0.09 0.11 0.21
H -2.701645 -0.977161 1.193882 -0.14 -0.01 -0.11 0.22
H -3.445398 -0.259746 -0.215084 0.12 0.07 -0.10 0.21
H -2.511838 -2.245236 -1.027403 0.04 0.01 0.04 0.20
H -1.085425 -2.155684 -0.022385 -0.06 0.03 -0.03 0.18
H -1.413071 -0.330813 -2.270073 -0.05 -0.07 -0.04 0.35
H -0.057010 -0.712445 -1.460076 -0.03 0.02 0.08 0.35
H 1.124612 1.377509 2.520143 -0.09 0.00 -0.02 0.23
H 0.594237 2.303686 -0.190120 -0.01 0.03 0.00 0.36
H 1.841089 0.711768 -0.949998 0.08 0.01 0.04 0.20
H 1.944787 0.010700 0.656997 -0.04 0.06 -0.04 0.17
H 4.073211 1.150571 -0.768942 0.01 -0.04 0.03 0.20
H 3.607814 2.412593 0.369386 0.05 -0.07 -0.02 0.22
H 4.287726 -0.471081 1.103674 0.00 0.07 0.01 0.17
H 5.384534 0.882929 1.244915 -0.04 0.00 0.04 0.18
H 3.401956 0.090575 3.075950 0.02 -0.03 -0.03 0.36
H 4.492891 1.274996 3.250679 0.00 0.07 -0.04 0.37
H -1.050831 2.668496 2.993818 -0.01 0.00 -0.05 0.18
H 0.196680 4.527275 0.956303 -0.06 -0.03 -0.03 0.23
H -1.371004 4.715593 1.767628 0.05 -0.02 0.02 0.22
H -1.181451 3.536381 0.461999 -0.04 0.01 0.08 0.21
C 4.050967 1.811477 -4.117312 0.00 0.04 -0.02 -0.63
C 2.555484 1.943155 -3.887799 -0.06 -0.10 0.04 0.09
C 1.853127 2.643782 -5.037526 0.03 0.02 0.00 -0.63
O 2.283376 2.593795 -2.646132 -0.06 0.02 -0.01 -0.73
H 4.505243 2.801161 -4.222116 0.01 -0.01 0.01 0.20
H 4.524530 1.300120 -3.280008 0.01 0.01 0.01 0.22
H 4.257364 1.251901 -5.030745 0.00 -0.01 0.00 0.21
H 2.123403 0.946756 -3.758159 0.02 0.00 -0.04 0.17
H 2.255501 3.652800 -5.166663 -0.02 0.00 0.00 0.20
H 0.783678 2.718710 -4.844466 0.00 0.01 0.00 0.22
H 2.002810 2.103462 -5.973345 -0.01 -0.01 0.00 0.21
H 2.647734 3.484903 -2.681281 0.01 0.02 0.01 0.46
C -3.044648 -5.058891 0.798328 0.03 -0.02 -0.05 -0.63
C -4.502765 -4.756577 0.500279 -0.05 0.08 0.07 0.09
C -5.316443 -6.016723 0.262023 0.03 -0.01 -0.02 -0.63
O -4.621059 -3.855140 -0.600448 0.01 -0.01 -0.02 -0.72
H -2.586537 -5.566685 -0.056003 0.02 0.00 0.01 0.20
H -2.492591 -4.138333 0.985630 0.00 0.00 0.00 0.22
H -2.943910 -5.712253 1.666155 -0.02 0.01 0.02 0.21
H -4.935338 -4.202176 1.336668 0.01 -0.03 0.01 0.17
H -4.911454 -6.572063 -0.589215 -0.02 0.00 0.00 0.20
H -6.355282 -5.766448 0.051001 0.00 0.00 -0.01 0.22
H -5.283660 -6.673064 1.132945 -0.01 0.00 0.01 0.21
H -4.252886 -4.285996 -1.379784 0.00 -0.01 -0.02 0.46
```
Forces are in eV/Å.


(3)
This record from the Open Molecules 2025 dataset describes C17H43ClN2SSi2 as an isolated structure in a non-equilibrium geometry. The level of theory is wB97M-V/def2-TZVPD.

## Properties
- Total energy: -60418.172 eV
- Charge: 0
- Energy relative to the best compared isomer or geometry (same formula, charge and spin): 70.0 kJ/mol

Structure (XYZ):
```
66
Properties=species:S:1:pos:R:3:forces:R:3:nbo_charge:R:1
C -3.545734 -5.786860 -0.231384 1.15 0.35 0.14 -0.62
C -2.635723 -4.787291 -1.020233 -0.81 0.13 -0.26 -0.39
C -3.423261 -3.879464 -2.026705 1.06 -0.27 0.22 -0.42
C -2.476320 -2.721028 -2.494128 -0.47 -1.21 -1.00 -0.28
N -3.071915 -1.356463 -2.419381 1.14 -0.51 1.47 -0.72
S -2.479697 -0.402787 -1.123932 -0.21 0.83 0.46 1.00
C -0.631642 -0.405265 -1.168360 0.11 -1.37 -0.19 -0.56
C -0.106296 -0.303171 -2.618563 0.19 0.01 -0.23 -0.45
C 1.215814 -1.071613 -2.846748 0.09 0.37 -0.15 -0.35
Cl 1.128381 -2.809824 -2.336506 0.02 0.49 -0.14 -0.08
C -2.940218 -1.163959 0.507901 0.05 0.89 -0.32 -0.55
C -4.374991 -0.657529 0.857923 -0.61 -0.77 0.80 -0.24
C -5.326473 -1.910361 1.022459 1.31 0.48 -0.06 -0.61
C -4.447941 0.141211 2.198380 -0.68 0.09 -0.36 -0.61
H -4.605374 -5.703686 -0.503729 0.33 -0.17 0.02 0.21
H -3.150589 -6.802610 -0.387924 -0.57 0.25 0.04 0.22
H -3.422621 -5.573357 0.844560 -0.34 -0.17 -0.38 0.22
H -1.883707 -5.335449 -1.614458 -0.24 0.23 0.30 0.22
H -2.065161 -4.144929 -0.328182 -0.21 -0.25 -0.13 0.19
H -4.376836 -3.506277 -1.614644 0.36 -0.08 0.01 0.19
H -3.664736 -4.521410 -2.888163 -0.18 0.38 0.24 0.23
H -1.517785 -2.829444 -1.967408 -0.37 0.50 -0.12 0.23
H -2.255122 -2.901381 -3.563151 0.06 0.27 0.47 0.22
H -4.059832 -1.489503 -2.196292 -0.06 0.49 -0.25 0.40
H -0.340778 -1.375031 -0.718201 -0.07 0.38 -0.31 0.25
H -0.227029 0.365206 -0.479384 -0.76 -0.05 -0.44 0.31
H 0.071110 0.755105 -2.879693 0.01 -0.39 0.16 0.26
H -0.825042 -0.677588 -3.368617 0.09 0.09 0.54 0.23
H 1.431077 -1.074092 -3.925562 -0.07 -0.06 0.46 0.23
H 2.069082 -0.614256 -2.326424 -0.38 -0.27 0.00 0.25
H -2.874221 -2.259531 0.450368 0.18 0.37 -0.02 0.25
H -2.198256 -0.750585 1.215739 -0.14 -0.28 -0.37 0.27
H -4.765155 0.011756 0.071320 0.23 -0.39 0.12 0.21
H -5.212203 -2.236506 2.070866 -0.39 0.00 -0.43 0.22
H -6.364346 -1.653886 0.782061 0.27 -0.26 0.16 0.23
H -4.928912 -2.733256 0.406664 -0.64 0.17 0.00 0.19
H -3.709164 -0.171275 2.949893 -0.06 0.15 -0.38 0.22
H -5.441849 -0.072881 2.633031 0.43 0.20 -0.10 0.22
H -4.430844 1.229937 2.030389 0.41 -0.41 0.17 0.23
C 0.610651 2.402563 1.735000 -0.17 -0.29 -0.35 -1.11
Si 2.320637 2.579215 0.932177 1.56 1.30 2.02 1.82
C 2.084577 3.654885 -0.599392 -0.48 -0.42 -0.45 -1.14
C 2.820868 0.846110 0.364947 -0.50 -0.30 -0.48 -1.13
N 3.395362 3.249758 2.067547 0.18 -0.53 -1.44 -1.71
Si 5.042339 3.559009 1.708897 -1.92 -0.15 0.95 1.82
C 5.283209 4.804062 0.313629 0.51 0.04 -0.13 -1.13
C 6.017453 2.001848 1.280659 0.48 0.10 -0.14 -1.13
C 5.864575 4.303055 3.240247 0.28 0.01 -0.27 -1.11
H -0.109264 1.967061 1.023905 -0.17 0.04 0.06 0.16
H 0.662759 1.750372 2.610112 0.04 0.04 0.02 0.23
H 0.230536 3.376755 2.047275 0.02 -0.01 0.00 0.24
H 1.230768 3.299021 -1.196135 -0.02 0.10 -0.10 0.18
H 2.961645 3.630540 -1.248001 0.04 0.06 0.03 0.22
H 1.886048 4.689433 -0.316705 0.05 -0.02 0.05 0.24
H 3.052616 0.211786 1.221997 0.03 0.04 0.01 0.24
H 3.688926 0.872790 -0.295824 0.05 0.00 0.04 0.23
H 2.000522 0.367498 -0.196356 0.06 -0.13 -0.01 0.15
H 5.032145 4.377402 -0.659878 -0.05 0.03 -0.02 0.21
H 6.330516 5.125543 0.264845 -0.02 0.05 -0.06 0.21
H 4.667512 5.690708 0.476279 -0.05 -0.04 0.01 0.23
H 5.836851 1.218519 2.019636 -0.06 0.01 -0.01 0.23
H 7.092995 2.214596 1.271265 0.02 -0.08 -0.02 0.21
H 5.756301 1.617596 0.292107 -0.02 -0.05 0.00 0.21
H 5.801653 3.613282 4.084274 -0.04 0.01 0.01 0.22
H 5.380174 5.241411 3.518631 -0.05 -0.04 0.02 0.22
H 6.921934 4.514517 3.045087 0.02 0.02 0.10 0.21
```
Forces are in eV/Å.


no.,HOMO energy (eV),Kohn-Sham gap (eV),LUMO level (eV)
1,-4.477,6.67,2.2
2,-8.167,8.92,0.8
3,-5.356,4.61,-0.7